*i*
# H64O32

32 unconnected molecules or ions with the total composition H64O32 (ωB97M-V with the def2-TZVPD basis set, the Open Molecules 2025 dataset).

XYZ file:
```
96
Properties=species:S:1:pos:R:3:lowdin_charge:R:1
O 5.58 0.28 -1.79 -0.0289
O 0.12 -0.80 5.71 -0.0679
H -0.62 -1.64 -2.55 0.0163
H -4.05 -2.34 0.71 -0.0482
H 3.59 -1.03 2.93 0.0772
H -0.87 -4.26 -0.98 -0.0116
H 4.58 0.73 2.12 -0.0226
O 1.91 -2.07 -1.21 -0.0430
H 1.18 -3.12 0.81 0.0140
H -5.43 -2.94 0.89 0.0293
H 0.38 0.46 -5.98 0.0580
H -1.54 4.38 3.36 0.0515
O -0.61 1.90 1.30 -0.0303
H -1.61 0.82 4.67 -0.0276
H 0.13 6.74 1.94 0.0292
O -0.79 -3.10 3.35 -0.0360
O -2.05 -0.58 3.81 -0.0450
H 4.62 4.60 -0.09 0.0208
O 0.86 2.85 -3.42 -0.0578
H 3.06 -1.54 1.60 0.0272
H 2.70 2.70 4.59 0.0562
H -0.34 -0.10 6.18 0.0101
H 0.03 -3.02 2.86 0.0122
O -1.11 -4.47 -2.67 -0.0399
O -0.75 3.92 3.63 -0.0324
H 2.38 2.54 -2.25 0.0079
H -3.43 3.35 0.53 0.0850
H -2.16 -0.79 -5.66 0.0839
H 0.35 0.86 0.31 0.0004
O -4.88 -2.49 0.25 -0.0638
O -0.47 -1.98 -3.43 -0.0264
O 0.59 6.17 1.33 -0.0383
H -0.62 -3.77 4.01 0.0770
O 2.53 -4.18 -2.80 -0.0550
H 1.78 -3.93 1.93 0.0704
H 4.65 -1.39 0.67 -0.0408
O 3.45 2.82 4.01 -0.0222
H -0.37 4.48 4.31 0.0633
H 5.25 -0.99 -0.66 -0.0355
O 5.06 1.51 2.39 -0.0650
H -2.31 -0.51 2.89 0.0144
H -1.14 -1.55 -3.97 0.0057
O -2.89 0.44 1.25 -0.0312
H 0.63 2.28 -4.16 -0.0115
O 1.47 -3.05 1.72 -0.0294
O -2.23 -1.22 -1.32 -0.0256
H 1.60 -1.17 -1.15 0.0064
H 6.44 0.69 -1.71 0.0623
O -2.26 -0.20 -4.92 -0.0241
H -0.10 5.81 0.77 0.0139
H -2.02 -3.05 0.70 0.0256
H -4.88 -2.08 -2.74 0.0195
H -0.85 -3.72 -3.21 0.0027
O -2.57 3.30 0.12 -0.0195
H -0.68 -5.01 0.33 0.0590
O 3.01 2.11 -1.67 -0.0428
H -1.73 2.39 -1.25 -0.0023
H -3.36 0.85 1.97 0.0551
H -0.31 -0.84 4.86 -0.0221
H -2.81 -0.57 -1.71 -0.0052
O -1.18 1.53 5.15 -0.0669
O -4.11 -2.44 -3.17 -0.0553
H 4.99 0.99 -2.01 0.0269
H 2.85 -4.85 -2.19 0.0316
O 4.57 4.37 -1.02 -0.0632
O -1.39 2.01 -2.07 -0.0211
H -4.58 0.45 -3.45 0.0562
H -3.37 -1.97 -2.78 -0.0314
H 3.17 3.52 3.41 0.0583
H -0.30 0.03 -0.77 0.0081
H -1.12 2.50 0.76 0.0061
H 0.15 2.71 -2.79 -0.0120
H -0.68 -5.22 -3.07 0.0610
H -2.55 -1.32 -0.42 0.0185
H 3.87 3.73 -1.06 -0.0254
H 2.80 -2.00 -1.56 0.0466
H 4.47 1.94 3.02 -0.0497
H -2.11 -2.85 2.20 0.0061
O -2.52 -2.59 1.37 -0.0527
H -4.84 0.87 -2.02 0.0723
H -2.09 0.95 1.16 -0.0124
H -2.11 -1.52 4.00 0.0446
O 5.02 -1.76 -0.14 -0.0678
O 0.02 1.15 -5.42 -0.0384
O 0.55 0.36 -0.48 -0.0356
H -3.09 0.24 -5.07 0.0674
H -0.83 0.82 -5.14 -0.0129
H -2.32 4.21 -0.02 0.0808
H -0.75 2.06 4.47 -0.0078
O -4.28 0.31 -2.55 -0.0200
H -1.89 1.21 -2.18 0.0204
O 3.72 -0.97 1.98 -0.0438
H -0.21 2.46 1.97 0.0577
O -0.48 -4.18 -0.11 -0.0436
H 2.52 1.39 -1.28 0.0242
H 2.03 -3.58 -2.26 -0.0291
```

Results
- Molecular weight: 576.48 g/mol
- LUMO energy: -0.052 Ha
- E_HOMO: -9.4 eV
- Net charge: 0
- Frontier orbital gap: 0.2945 Ha

***

*ii*
# H64O32

32 unconnected molecules or ions with the total composition H64O32 (ωB97M-V with the def2-TZVPD basis set, the Open Molecules 2025 dataset).

XYZ file:
```
96
Properties=species:S:1:pos:R:3:lowdin_charge:R:1
H -3.22 -13.82 1.92 -0.0171
H 1.68 -16.08 2.95 0.0127
H -3.67 -14.12 5.77 0.0619
H 1.88 -20.66 7.49 0.0588
H 2.18 -19.52 0.37 0.0477
O -2.05 -21.36 8.25 -0.0452
H -4.41 -16.64 7.46 0.0339
H -6.34 -21.59 5.98 0.0484
O -0.30 -22.92 3.53 -0.0489
H 3.48 -18.10 8.13 0.0531
H -1.56 -16.78 7.02 0.0200
H 1.51 -18.21 0.03 0.0519
H 4.59 -17.86 1.85 0.0974
H -0.26 -17.27 3.86 0.0222
O -0.16 -22.43 6.20 -0.0377
H 0.33 -16.29 8.33 -0.0256
O 2.13 -16.23 2.12 -0.0417
O -0.87 -17.27 7.47 -0.0446
O -3.86 -17.06 0.04 -0.0540
H -0.19 -13.58 6.62 0.0781
H 2.43 -13.43 4.53 0.0108
H 1.86 -19.41 6.62 0.0194
H -3.17 -14.35 7.18 0.0166
O -0.84 -22.17 0.56 -0.0480
H -1.25 -18.11 4.64 0.0077
H -3.83 -20.64 3.58 0.0152
H -3.58 -20.10 1.49 -0.0058
H -0.39 -23.00 0.69 0.0273
H 3.52 -18.91 2.07 0.0709
O -0.37 -20.09 2.52 -0.0488
O 1.04 -15.67 8.51 -0.0518
H -2.10 -19.79 1.52 -0.0083
H -3.50 -22.02 5.55 0.0606
H 2.75 -17.03 7.34 0.0173
H 4.82 -16.76 4.84 0.0466
H 1.30 -14.66 -0.61 0.0604
O -3.54 -16.25 7.48 -0.0313
H -4.93 -19.61 3.75 0.0177
H -3.48 -15.80 3.44 0.0439
H -0.66 -21.67 1.36 -0.0360
O -5.49 -18.54 6.66 -0.0229
H 0.84 -14.93 7.93 0.0055
H -2.09 -21.92 5.00 0.0194
O 1.20 -16.50 4.81 -0.0328
O 3.24 -17.85 7.24 -0.0357
H -5.80 -18.58 7.56 0.0537
H -0.98 -13.57 3.34 0.0586
O -4.18 -19.83 3.20 -0.0407
O -3.27 -16.34 2.68 -0.0458
H -3.64 -17.99 0.00 0.0056
O 4.08 -16.28 4.45 -0.0386
H -0.93 -14.57 4.47 -0.0228
H -1.47 -14.32 6.26 -0.0048
O -0.53 -14.28 6.06 -0.0391
H -1.52 -14.70 1.79 -0.0435
O -2.81 -20.04 0.93 -0.0484
H 1.32 -15.68 0.51 -0.0092
H 2.56 -12.14 3.75 0.0293
H -1.42 -20.65 8.38 0.0229
H 3.85 -16.78 3.67 -0.0279
H -3.15 -16.59 8.29 0.0617
H -0.55 -19.35 3.10 0.0109
H 0.22 -23.29 6.41 0.0885
O -1.12 -17.70 3.79 -0.0308
H -5.99 -17.82 6.27 0.0581
H 0.30 -19.78 1.92 0.0167
O 3.03 -12.70 4.36 -0.0453
H -0.14 -22.04 3.19 -0.0093
O -3.54 -12.92 1.91 -0.0498
H -2.75 -12.38 1.91 0.0219
H -1.59 -21.98 7.69 -0.0062
H 0.53 -21.80 6.41 0.0099
H 2.04 -16.89 5.07 0.0267
H 0.78 -16.26 5.63 0.0231
H -5.28 -20.55 5.65 -0.0103
H -5.29 -17.15 2.06 -0.0099
H -6.13 -18.22 2.72 0.0059
O 0.80 -15.40 -0.25 -0.0364
O -3.09 -13.75 6.44 -0.0274
H -1.05 -20.24 5.91 0.0306
O -1.38 -19.34 5.92 -0.0347
H -0.91 -18.15 7.10 0.0018
H -0.51 -22.78 4.46 -0.0382
O -2.90 -21.42 5.11 -0.0293
O -1.16 -14.49 3.55 -0.0461
O 1.60 -20.34 6.63 -0.0268
H 2.65 -17.02 2.27 -0.0382
H -2.52 -16.86 2.96 0.0032
O 1.39 -19.01 0.53 -0.0111
O -5.80 -21.25 5.26 -0.0382
O -6.11 -17.28 2.53 -0.0535
H -2.32 -19.44 6.09 0.0703
H -0.68 -15.00 0.57 -0.0240
O 3.86 -18.08 2.42 -0.0165
O -1.52 -14.64 0.83 -0.0582
H -3.45 -16.76 0.85 -0.0276
```

Results
- Molecular weight: 576.48 g/mol
- LUMO energy: -0.031 Ha
- E_HOMO: -9.1 eV
- Net charge: 0
- Frontier orbital gap: 0.3046 Ha

***

Result of the stability comparison: *i* is the most stable of them.

***

*i*
# H5N2OPS

2 unconnected molecules or ions with the total composition H5N2OPS (ωB97M-V with the def2-TZVPD basis set, the Open Molecules 2025 dataset).

XYZ file:
```
10
Properties=species:S:1:pos:R:3:lowdin_charge:R:1
H -0.69 0.98 0.47 -0.0437
H -3.75 0.59 0.40 -0.1737
N -1.58 1.18 0.06 -0.4280
H 3.16 -1.89 0.43 0.0875
H 2.55 -1.12 -1.05 0.0422
H -1.46 1.28 -0.95 0.0124
N 2.73 -1.02 -0.04 -0.2382
O 1.95 1.25 -0.60 -0.5205
P 2.38 0.46 0.57 0.6640
S -2.64 -0.14 0.29 0.5980
```

Results
- Molecular weight: 112.09 g/mol
- LUMO energy: 0.004 Ha
- E_HOMO: -8.8 eV
- Net charge: 0
- Frontier orbital gap: 0.3262 Ha
- SMILES string: NP=O.NS

***

*ii*
# H5N2OPS

2 unconnected molecules or ions with the total composition H5N2OPS (ωB97M-V with the def2-TZVPD basis set, the Open Molecules 2025 dataset).

XYZ file:
```
10
Properties=species:S:1:pos:R:3:lowdin_charge:R:1
S 2.60 0.35 1.14 0.6641
H 3.76 -0.44 -0.51 -0.0635
N -3.16 -0.74 -0.08 -0.1757
O -2.26 1.54 -0.01 -0.4990
H -3.08 -1.69 0.10 0.0047
H 3.43 0.86 -1.01 0.0225
H 1.45 -0.10 0.89 -0.2531
N 2.99 0.10 -0.51 -0.4012
P -1.98 0.23 0.55 0.6807
H -3.75 -0.11 -0.56 0.0206
```

Results
- Molecular weight: 112.09 g/mol
- LUMO energy: 0.013 Ha
- E_HOMO: -9.3 eV
- Net charge: 0
- Frontier orbital gap: 0.3545 Ha
- SMILES string: NP=O.NS

***

Result of the stability comparison: *i* is the most stable of them.

***

*i*
# C3H2S2

C3H2S2 in the gas phase (ωB97M-V with the def2-TZVPD basis set, the Open Molecules 2025 dataset).

XYZ file:
```
7
Properties=species:S:1:pos:R:3:lowdin_charge:R:1
C 0.79 0.02 0.02 -0.2867
S -1.26 -1.43 0.09 0.8276
H 1.41 -0.85 0.22 0.0946
C -0.40 -0.23 -0.91 -0.5094
S -1.39 1.46 0.03 0.7704
H 1.35 0.93 -0.13 0.0941
C -0.51 0.10 0.68 -0.9906
```

Results
- Molecular weight: 102.18 g/mol
- LUMO energy: -0.035 Ha
- E_HOMO: -9.1 eV
- Net charge: 0
- Frontier orbital gap: 0.3002 Ha
- SMILES string: C1[C@]23S[C@]12S3

***

*ii*
# C3H2S2

2 unconnected molecules or ions with the total composition C3H2S2 (ωB97M-V with the def2-TZVPD basis set, the Open Molecules 2025 dataset).

XYZ file:
```
7
Properties=species:S:1:pos:R:3:lowdin_charge:R:1
C -0.08 -0.83 0.09 -0.1822
S -1.07 1.41 -0.17 0.8741
S 2.16 0.68 -2.60 0.0331
C -0.85 0.03 0.89 -0.4107
C 0.33 0.36 -0.42 -0.4938
H -0.85 0.15 1.97 0.0812
H 0.37 -1.79 0.24 0.0982
```

Results
- Molecular weight: 102.18 g/mol
- LUMO energy (alpha / beta): -0.074 / -0.074 Ha
- E_HOMO (alpha / beta): -9.0 / -9.0 eV
- Net charge: 0
- Frontier orbital gap (alpha / beta): 0.2580 / 0.2578 Ha

***

Result of the stability comparison: *i* is the most stable of them.

***

*i*
# H4OS

2 unconnected molecules or ions with the total composition H4OS (ωB97M-V with the def2-TZVPD basis set, the Open Molecules 2025 dataset).

XYZ file:
```
6
Properties=species:S:1:pos:R:3:lowdin_charge:R:1
H 0.73 -3.10 -0.52 0.0445
H -1.14 -0.03 0.09 -0.2198
O 0.25 -3.08 -1.39 -0.0956
H 0.23 0.04 1.47 -0.2238
H 0.59 -2.27 -1.84 0.0431
S -0.13 0.79 0.41 0.4515
```

Results
- Molecular weight: 52.10 g/mol
- LUMO energy: 0.026 Ha
- E_HOMO: -10.0 eV
- Net charge: 0
- Frontier orbital gap: 0.3918 Ha
- SMILES string: O.S

***

*ii*
# H4OS

2 unconnected molecules or ions with the total composition H4OS (ωB97M-V with the def2-TZVPD basis set, the Open Molecules 2025 dataset).

XYZ file:
```
6
Properties=species:S:1:pos:R:3:lowdin_charge:R:1
H -1.16 -1.24 0.81 0.0559
S 1.55 1.17 0.46 0.4641
H 0.43 0.58 0.02 -0.2571
H 1.50 2.10 -0.50 -0.2196
H -1.04 -1.69 -0.68 0.0584
O -1.28 -0.92 -0.11 -0.1017
```

Results
- Molecular weight: 52.10 g/mol
- LUMO energy: 0.025 Ha
- E_HOMO: -9.5 eV
- Net charge: 0
- Frontier orbital gap: 0.3734 Ha
- SMILES string: O.S

***

Result of the stability comparison: *ii* is the most stable of them.

***

*i*
# H4OS

2 unconnected molecules or ions with the total composition H4OS (ωB97M-V with the def2-TZVPD basis set, the Open Molecules 2025 dataset).

XYZ file:
```
6
Properties=species:S:1:pos:R:3:lowdin_charge:R:1
H 0.53 1.57 1.98 0.0413
O 0.51 0.61 2.00 -0.0742
H 1.35 0.41 2.45 0.0401
H -1.22 0.47 -0.87 -0.2294
S -0.32 -0.43 -1.27 0.4738
H 0.18 -0.69 -0.06 -0.2516
```

Results
- Molecular weight: 52.10 g/mol
- LUMO energy: 0.025 Ha
- E_HOMO: -9.4 eV
- Net charge: 0
- Frontier orbital gap: 0.3708 Ha
- SMILES string: O.S

***

*ii*
# H4OS

2 unconnected molecules or ions with the total composition H4OS (ωB97M-V with the def2-TZVPD basis set, the Open Molecules 2025 dataset).

XYZ file:
```
6
Properties=species:S:1:pos:R:3:lowdin_charge:R:1
H -0.87 -0.85 0.29 -0.0598
H -0.36 1.28 -1.20 -0.1522
H 0.62 -1.30 0.39 -0.0507
H 0.54 1.83 0.43 -0.1683
S 0.37 0.68 -0.24 0.6566
O -0.30 -1.65 0.31 -0.2257
```

Results
- Molecular weight: 52.10 g/mol
- LUMO energy: 0.025 Ha
- E_HOMO: -10.0 eV
- Net charge: 0
- Frontier orbital gap: 0.3943 Ha
- SMILES string: O.S

***

Result of the stability comparison: *i* is the most stable of them.

***

*i*
# C4H9OS

2 unconnected molecules or ions with the total composition C4H9OS (ωB97M-V with the def2-TZVPD basis set, the Open Molecules 2025 dataset).

XYZ file:
```
15
Properties=species:S:1:pos:R:3:lowdin_charge:R:1
H -1.87 -1.17 -2.21 -0.0168
C 0.69 1.50 -0.12 -0.0712
C -1.20 -1.75 -1.57 -0.6586
H -1.36 -1.43 -0.54 -0.0103
C 0.60 0.57 1.05 -0.5291
H -0.28 1.92 2.37 0.0315
H -0.01 0.19 3.03 0.0396
H 0.17 1.07 -0.97 0.0325
C 0.07 0.91 2.22 0.0013
H 1.02 -0.96 -0.11 -0.0658
H -1.49 -2.79 -1.65 -0.0167
H 0.28 2.48 0.12 0.0653
O 1.11 -0.66 0.86 -0.0614
S 0.55 -1.49 -2.06 0.1787
H 1.73 1.62 -0.43 0.0811
```

Results
- Molecular weight: 105.18 g/mol
- LUMO energy: 0.148 Ha
- E_HOMO: -2.9 eV
- Net charge: -1
- Frontier orbital gap: 0.2530 Ha

***

*ii*
# C4H9OS

A gas-phase ion, C4H9OS (charge -1) (ωB97M-V with the def2-TZVPD basis set, the Open Molecules 2025 dataset).

XYZ file:
```
15
Properties=species:S:1:pos:R:3:lowdin_charge:R:1
H 1.63 -0.07 -1.14 0.0691
C -0.54 -0.06 -0.94 -0.2259
H -1.12 1.39 0.57 0.0804
S -1.01 -0.79 2.34 0.6608
H -1.09 -0.93 -0.57 0.0717
C 0.30 0.06 1.42 -0.5849
H 0.93 -1.65 -1.40 0.0659
C 0.77 -0.57 -1.68 -0.5778
H -1.54 0.28 2.95 -0.1694
O 0.70 -0.43 -3.01 -0.3680
H 0.94 0.64 2.10 0.0620
C -0.22 0.86 0.23 -0.3217
H -1.07 0.41 -1.77 0.0868
H 0.87 -0.78 1.03 0.0530
H 0.45 1.64 -0.13 0.0981
```

Results
- Molecular weight: 105.18 g/mol
- LUMO energy: 0.112 Ha
- E_HOMO: -2.2 eV
- Net charge: -1
- Frontier orbital gap: 0.1927 Ha
- SMILES string: [O-]CCCCS

***

Result of the stability comparison: *i* is the most stable of them.